Record 1
The following is a DFT calculation (ωB97M-V/def2-TZVPD) of a molecular structure, C19H14Cl2IrN4O4S2Se.

Structure (XYZ):
```
47
Properties=species:S:1:pos:R:3:forces:R:3:lowdin_charge:R:1
Ir -0.592206 -0.795866 -0.169854 -0.157 -0.219 -0.405 0.969
N 0.351762 -3.786460 2.727327 -0.049 -0.030 0.010 0.062
C 0.119925 -2.642703 2.014922 0.263 0.153 0.005 -0.822
S -1.437843 -2.443425 1.275383 -0.005 0.192 -0.090 0.604
N 1.077768 -1.741735 2.022813 -0.092 -0.264 0.073 0.049
N 0.688099 -0.649749 1.321580 0.228 0.016 0.277 -0.179
C 1.048637 0.548228 1.668162 0.068 -0.175 0.158 -0.175
C 2.170025 0.799412 2.593244 0.016 -0.012 -0.065 -0.168
C 2.033316 1.558555 3.749522 -0.001 0.015 -0.014 -0.043
C 3.130461 1.773123 4.572019 -0.012 0.011 0.008 -0.093
C 4.363398 1.233805 4.235941 0.008 0.003 0.012 -0.099
C 4.499690 0.473633 3.080717 -0.011 0.001 -0.008 -0.071
C 3.408131 0.250147 2.257826 0.000 0.002 0.041 -0.004
C 0.167486 1.572593 1.135053 -0.109 0.099 -0.047 -0.193
C 0.373921 2.942726 1.279442 0.040 -0.114 0.027 -0.002
C -0.571724 3.820070 0.796810 -0.061 -0.017 -0.033 -0.058
C -1.708422 3.314470 0.172691 -0.004 0.089 0.011 -0.051
C -1.854420 1.952708 0.036433 0.026 -0.210 0.105 -0.110
N -0.947481 1.090164 0.519891 0.031 0.175 -0.160 -0.069
H -0.162865 -4.594706 2.421169 0.002 0.011 0.010 0.076
H 1.321432 -3.946717 2.950950 0.001 0.014 -0.008 0.093
H 1.065516 1.969461 4.011442 -0.001 0.001 0.008 0.116
H 3.019906 2.357259 5.476941 0.001 0.002 0.003 0.096
H 5.219369 1.403929 4.877195 0.004 -0.001 0.001 0.095
H 5.461346 0.051161 2.819282 0.003 -0.002 -0.001 0.103
H 3.487774 -0.347893 1.355348 0.004 0.003 -0.007 0.101
H 1.284689 3.283852 1.750365 -0.003 0.028 -0.008 0.117
H -0.421777 4.887763 0.888322 -0.008 0.006 -0.002 0.106
H -2.469937 3.965609 -0.232100 0.011 0.024 0.009 0.105
H -2.689915 1.497187 -0.479132 0.014 -0.020 -0.016 0.073
Cl -0.833222 0.542231 -3.636894 0.017 0.141 0.029 0.742
C -2.200677 -0.396254 -4.096935 -0.061 -0.087 -0.076 -0.665
C -2.521024 -0.443397 -5.446509 0.046 0.017 0.093 -0.132
C -3.619343 -1.163465 -5.876608 -0.042 -0.031 0.009 -0.111
C -4.392470 -1.834374 -4.942551 0.012 0.015 -0.036 -0.147
C -4.049596 -1.787650 -3.603954 0.072 0.037 0.023 -0.689
Cl -5.085995 -2.660823 -2.507865 -0.020 -0.013 -0.004 0.621
C -2.934610 -1.077333 -3.114748 0.063 -0.033 -0.005 -0.670
S -2.657219 -1.067150 -1.382726 -0.209 0.146 -0.015 0.503
H -1.894169 0.094168 -6.144471 -0.001 0.005 -0.005 0.095
H -3.871259 -1.202105 -6.928125 -0.010 -0.008 -0.002 0.094
H -5.261867 -2.405106 -5.237915 -0.003 -0.001 -0.015 0.091
O 2.923989 -1.523023 -0.690462 0.090 0.054 0.069 -0.466
Se 1.684192 -1.304471 -1.694508 -0.070 -0.310 -0.171 0.776
O 0.893682 0.151848 -1.321010 -0.265 0.304 0.013 -0.614
O 0.360920 -2.293348 -1.253272 0.107 0.009 0.307 -0.602
O 2.022622 -1.426360 -3.251145 0.067 -0.021 -0.104 -0.453
```
Forces are in eV/Å.

Summary:
Charge: -1
Energy relative to the best compared isomer or geometry (same formula, charge and spin), eV: 0.0000

---

Record 2
The following is a DFT calculation (ωB97M-V/def2-TZVPD) of a molecular structure, C19H14Cl2N6Pt at a distorted geometry.

Structure (XYZ):
```
42
Properties=species:S:1:pos:R:3:forces:R:3:lowdin_charge:R:1
Pt -0.353582 1.696222 -2.107075 0.377 0.732 -0.040 1.126
C -3.967653 3.342342 -0.495694 0.311 -0.330 0.389 -0.030
C -2.915616 3.098148 -1.367831 -0.061 0.149 -0.300 -0.047
N -1.898441 2.324229 -1.005978 -0.482 -0.108 1.164 -0.093
C -1.875886 1.803898 0.267718 -1.283 0.993 -0.300 -0.146
C -2.951984 2.096779 1.123476 1.420 -0.662 -0.435 -0.014
N -3.952637 2.829715 0.725100 -1.216 0.696 -0.071 0.138
C -0.720352 0.996645 0.592252 1.562 -0.485 -0.342 -0.155
C -0.437786 0.302607 1.752982 0.066 0.084 -0.306 0.101
C 0.725023 -0.490182 1.851421 -0.088 0.111 -0.309 -0.066
C 1.551207 -0.597091 0.712713 -0.197 0.196 -0.151 0.101
C 1.254812 0.101681 -0.441132 -1.075 0.708 1.017 -0.153
N 0.184446 0.951091 -0.431222 -0.153 -1.021 0.607 -0.040
C 1.928052 0.078641 -1.721568 0.842 0.017 -1.413 -0.143
C 3.096912 -0.637214 -2.033674 -1.222 0.525 0.926 -0.014
N 3.620573 -0.589520 -3.225875 0.813 -0.220 -1.114 0.138
C 3.075661 0.159200 -4.171871 -0.039 -0.177 0.560 -0.029
C 1.931976 0.898955 -3.903540 -0.130 0.167 -0.263 -0.042
N 1.350972 0.842979 -2.709791 0.938 -0.728 0.412 -0.085
C 1.049913 -1.210570 3.090957 0.149 -0.313 0.578 -0.152
C 2.203186 -2.002389 3.199368 -0.050 0.140 -0.132 0.015
C 2.494751 -2.625176 4.404041 -0.151 0.412 -0.879 -0.097
N 1.702244 -2.486495 5.432454 0.548 -1.010 1.851 0.093
C 0.607946 -1.776395 5.392441 -0.351 0.502 -0.773 -0.098
C 0.235759 -1.117387 4.230102 0.015 0.118 -0.185 0.015
H -4.823867 3.935894 -0.774955 -0.022 0.128 -0.117 0.137
H -2.894130 3.537675 -2.356574 0.020 -0.111 -0.059 0.134
H -2.990787 1.716231 2.134974 0.074 -0.053 0.069 0.138
H -1.127886 0.375133 2.576412 -0.029 -0.048 0.049 0.117
H 2.421867 -1.230217 0.720620 0.019 -0.075 0.022 0.117
H 3.595345 -1.257295 -1.301119 -0.016 -0.012 0.115 0.138
H 3.548416 0.156998 -5.141665 -0.005 0.114 -0.122 0.137
H 1.493126 1.544099 -4.654088 -0.114 -0.063 0.022 0.134
H 2.897272 -2.146226 2.390130 0.060 0.041 -0.196 0.103
H 3.384107 -3.226994 4.528837 0.043 -0.056 -0.016 0.126
H 0.014651 -1.711155 6.294171 -0.057 -0.009 0.030 0.126
H -0.671764 -0.540465 4.258880 -0.138 0.130 -0.090 0.103
Cl -1.535579 -2.894533 -4.399719 -0.351 0.231 0.206 0.546
C -2.711691 -1.869562 -3.556064 -0.228 -0.875 -0.537 -0.968
Cl -1.930316 -0.407764 -2.941912 -0.096 0.158 0.226 0.503
H -3.107157 -2.405355 -2.692314 0.090 0.102 -0.222 0.041
H -3.501103 -1.567177 -4.245386 0.209 -0.099 0.129 0.044
```
Forces are in eV/Å.

Summary:
Charge: +2

---

Record 3
The following is a DFT calculation (ωB97M-V/def2-TZVPD) of a single C19H14ClFN2O3S2 molecule at a distorted geometry.

Structure (XYZ):
```
42
Properties=species:S:1:pos:R:3:forces:R:3:lowdin_charge:R:1
O -2.849756 1.538639 2.870822 -0.642 0.145 -0.119 0.074
C -2.631806 0.625795 2.104267 1.103 0.656 0.601 -0.364
C -3.637349 -0.531764 2.006880 1.298 -0.313 -0.281 -0.045
O -3.358137 -1.423103 0.920311 0.113 0.334 -0.537 -0.036
C -2.074741 -1.489570 0.381491 -0.040 1.085 0.422 -0.173
C -1.834629 -2.528961 -0.499027 -0.232 -0.059 0.045 -0.004
C -0.601866 -2.665919 -1.102852 0.995 0.332 0.051 -0.042
C 0.460369 -1.800451 -0.826860 -0.575 0.320 -0.390 -0.202
C 1.820120 -1.896315 -1.527596 -0.443 -0.456 0.261 -0.143
C 2.930481 -2.303935 -0.631393 0.287 0.878 -0.054 -0.493
S 3.323609 -3.949366 -0.260088 1.216 1.046 1.043 1.045
C 4.591272 -3.282900 0.777121 0.825 0.110 0.948 -0.975
S 5.615594 -4.268938 1.829403 -0.238 -0.420 -0.319 0.752
N 4.732291 -1.974675 0.838439 -0.818 -2.584 -0.917 0.033
C 3.782703 -1.456435 0.000535 -0.240 -0.392 0.784 -0.474
O 3.758173 -0.119417 0.085417 0.046 0.825 -0.217 0.067
C 0.205477 -0.720672 0.014342 -1.372 -0.111 0.955 0.030
C -1.065763 -0.501698 0.618283 -0.263 -1.653 -0.667 -0.091
N -1.383157 0.596075 1.450231 -0.764 -0.864 -0.298 0.034
C -0.598578 1.832065 1.307130 0.280 0.303 0.366 -0.086
C -0.944122 2.527015 0.003158 -0.404 0.842 0.625 -0.184
C -0.125003 2.386012 -1.114650 -0.660 0.820 -0.746 -0.031
C -0.487700 3.042870 -2.297122 -0.122 0.314 -0.803 0.008
C -1.633763 3.861059 -2.391742 0.610 -0.681 -0.156 -0.273
F -2.014216 4.463049 -3.560075 0.648 -0.628 1.107 0.040
C -2.404700 4.018687 -1.255462 -0.306 0.285 0.857 -0.584
Cl -3.778757 5.089403 -1.245767 0.168 -0.188 -0.215 0.696
C -2.070268 3.386553 -0.049661 0.733 -0.776 -1.053 -0.033
H -3.531780 -1.131272 2.914790 0.064 0.231 0.264 0.135
H -4.685567 -0.157237 2.011166 0.882 -0.138 -0.548 0.149
H -2.639463 -3.217875 -0.747943 0.109 0.163 0.212 0.126
H -0.415497 -3.453624 -1.802783 -0.146 -0.450 -0.310 0.105
H 1.809907 -2.625048 -2.343015 -0.422 0.265 -0.166 0.115
H 2.096406 -0.923228 -1.926198 -0.134 0.083 -0.234 0.122
H 6.196522 -3.222715 2.435649 -0.123 0.037 -0.162 -0.119
H 4.484339 0.012882 0.730178 -0.482 0.565 -0.451 0.122
H 1.005900 -0.078070 0.300328 0.493 0.480 -0.090 0.093
H 0.489080 1.630270 1.300462 -0.620 -0.278 0.137 0.124
H -0.770252 2.464246 2.199042 -0.190 -0.360 -0.612 0.136
H 0.808970 1.823510 -1.140336 -0.397 0.012 0.319 0.113
H 0.155350 2.902325 -3.175065 -0.424 0.226 0.267 0.123
H -2.729695 3.522733 0.798189 0.186 -0.007 0.082 0.111
```
Forces are in eV/Å.

Summary:
Structure (SMILES): O=C1COc2ccc(Cc3sc(S)nc3O)cc2N1Cc1ccc(F)c(Cl)c1
Charge: 0
Energy relative to the best compared isomer or geometry (same formula, charge and spin), eV: 0.0000

---

| no. | E_tot (eV) |
| --- | --- |
| 1 | -148982.4714 |
| 2 | -57146.0293 |
| 3 | -65962.8567 |